Record 1
Density functional theory data (ωB97M-V/def2-TZVPD) for a single C15H19F5N4O2 molecule.

```
45
Properties=species:S:1:pos:R:3:forces:R:3
O -1.1025 0.6384 2.2944 0.178 0.017 -0.622
F -4.1866 -2.3337 -3.3495 1.064 0.318 1.533
F -3.4015 -2.0284 -1.2242 -0.238 -0.767 -1.654
F -2.8468 -3.8037 -2.4557 -0.330 1.064 0.384
F 1.6214 -6.9232 -1.6574 -0.796 -0.196 0.565
F 0.0410 -6.7775 -0.0131 0.813 0.183 -1.244
N -0.5729 -0.6891 -0.8184 1.132 -0.483 1.890
N 1.1262 -2.4180 0.6905 -1.430 0.363 -1.716
O -0.5860 -2.1350 -2.6186 -0.696 -0.780 0.669
C -0.6696 0.8580 1.1565 -1.297 1.381 1.595
C 0.6443 -1.2725 1.2037 -0.594 1.028 -1.261
C -0.2132 -1.8801 -1.2921 0.339 1.166 0.233
C -0.1639 -0.3466 0.4691 0.913 -2.562 -1.877
C 0.6872 -2.7660 -0.5605 -0.088 -0.328 0.668
N 1.1150 -4.0250 -1.0502 -0.602 2.047 0.747
N -0.8035 2.1452 0.6523 0.233 -0.363 -0.986
C -1.8826 2.9793 1.2846 1.234 0.866 -2.033
C -0.5706 2.7870 -1.8008 0.224 -0.440 0.379
C 0.4789 4.2117 0.0149 -0.808 -0.165 0.604
C 1.4726 2.0672 -0.5103 -0.075 -1.662 0.457
C -3.1118 -2.4618 -2.4922 0.758 -0.437 -0.390
C -1.8866 -1.6798 -3.0660 -0.102 0.415 1.029
C 1.7240 -5.0493 -0.1696 0.570 0.672 0.692
C 0.1937 -4.9709 -1.6865 -0.010 -0.254 0.207
C 0.8670 -6.0782 -0.8865 0.144 -0.369 0.620
C 0.0896 2.7661 -0.3935 0.736 0.365 -0.511
H 0.8983 -1.0147 2.2237 0.151 -0.118 -0.027
H -1.4892 3.4597 2.1543 0.040 0.274 0.743
H -2.7197 2.3683 1.5245 -0.512 -0.503 0.233
H -2.2084 3.8058 0.5648 0.485 -1.303 0.796
H -0.8379 1.7572 -2.0848 0.041 0.318 0.091
H -1.4829 3.3819 -1.7342 0.019 0.058 -0.310
H 0.1182 3.1818 -2.5834 -0.492 -0.062 0.681
H 1.2108 4.5786 -0.7054 -0.040 0.050 0.175
H -0.3717 4.9198 0.0330 0.363 -0.392 -0.024
H 0.9123 4.1661 1.0305 -0.015 0.237 -0.463
H 1.9235 1.8111 0.4827 -0.576 0.120 -0.655
H 1.4148 1.1374 -1.1251 -0.033 0.506 0.616
H 2.2316 2.6679 -1.0001 -0.265 0.469 -0.179
H -1.9289 -1.7757 -4.1454 0.298 -0.130 -0.017
H -2.0280 -0.6261 -2.7708 0.027 -0.398 -0.216
H 2.8106 -5.1379 -0.3629 -0.580 -0.102 0.273
H 1.5208 -4.9267 0.9276 0.075 -0.091 -1.051
H -0.8590 -4.8526 -1.4870 -0.337 0.174 0.312
H 0.3478 -5.0379 -2.7356 0.077 -0.186 -0.956
```
Forces are in eV/Å.

Results
Multiplicity: 1
HOMO level, eV: -8.53
Gap between HOMO and LUMO, Eh: 0.31312
SMILES: CN(C(=O)c1cnc(N2CC(F)(F)C2)c(OCC(F)(F)F)n1)C(C)(C)C
Maximum force, eV/A: 3.30
Relative energy (zero: lowest compared OMol25 entry of this formula, charge and spin), kcal/mol: 6.02
LUMO, eV: 0.0
Total energy, eV: -39505.0902

Record 2
Density functional theory data (ωB97M-V/def2-TZVPD) for 2 unconnected molecules or ions with the total composition C8H17BClF4N2O2.

```
35
Properties=species:S:1:pos:R:3:forces:R:3
N 4.5900 -2.5928 0.8786 -1.547 -0.247 0.558
C 3.3971 -1.7739 0.3908 1.103 0.278 -0.021
C 3.9426 -0.2906 0.1345 0.124 -0.064 0.989
C 2.9068 0.8829 0.4735 0.426 0.012 -1.306
C 1.4133 0.6337 -0.0434 0.311 1.795 0.205
N 0.6105 -0.3041 0.8118 -1.763 1.100 0.034
C -0.3983 0.3794 1.5942 0.012 1.656 1.683
O -0.1820 1.3404 2.3632 -0.077 -3.150 -2.679
O -1.7292 -0.1042 1.5089 1.835 0.355 -0.688
C -2.3117 0.2885 0.2301 -1.909 -0.347 -0.830
C -3.8610 -0.1448 0.2740 0.644 -0.069 0.453
C -3.9893 -1.7192 0.5567 -0.297 0.791 0.960
Cl -4.5559 -2.6434 -0.9490 0.287 0.555 1.144
H 4.1909 -3.5509 0.9622 0.676 0.651 -0.052
H 4.6764 -2.2964 1.8724 0.254 -0.310 -0.855
H 3.0864 -2.2231 -0.6074 -0.034 0.519 1.422
H 2.6139 -1.8554 1.2116 0.513 0.536 -1.519
H 4.3906 -0.2276 -0.9157 -0.849 -0.018 1.362
H 4.8341 -0.1502 0.8542 -1.239 -0.235 -1.117
H 2.9680 1.1386 1.5799 -0.500 -0.477 -1.373
H 3.2819 1.8150 -0.0938 -0.610 -1.290 0.913
H 0.8831 1.6546 0.0271 0.875 -1.500 -0.287
H 1.3570 0.3405 -1.1550 0.249 0.193 1.787
H 0.2107 -1.0639 0.2491 0.044 0.540 0.498
H -2.2679 1.4140 0.0913 0.243 -1.493 -0.057
H -1.8431 -0.3104 -0.6222 -0.351 1.105 0.978
H -4.3938 0.1555 -0.6876 0.953 -0.442 1.211
H -4.3785 0.4190 1.1322 0.849 -0.844 -1.204
H -3.0282 -2.2170 0.8959 -1.125 0.821 -0.621
H -4.7363 -1.8282 1.4252 0.890 -0.311 -1.691
B -2.3357 2.9683 -2.8900 0.036 0.285 -0.310
F -2.8512 2.7731 -4.2103 0.319 0.068 0.863
F -2.3983 4.3569 -2.5519 0.040 -0.904 -0.153
F -3.1187 2.2132 -1.9549 0.363 0.285 -0.375
F -0.9742 2.5228 -2.8363 -0.744 0.153 0.076
```
Forces are in eV/Å.

Results
Multiplicity: 1
HOMO level, eV: -7.65
Gap between HOMO and LUMO, Eh: 0.37637
Maximum force, eV/A: 4.14
Net charge: -1
LUMO, eV: 2.6
Total energy, eV: -39723.0702

Record 3
Density functional theory data (ωB97M-V/def2-TZVPD) for a molecular structure, C28H32NPPtSi2.

```
65
Properties=species:S:1:pos:R:3:forces:R:3
Pt -0.8731 -0.5047 -0.3484 -0.309 0.171 -0.144
C 1.6040 -2.0250 -2.3427 0.121 0.219 -0.314
Si 0.6606 -2.1749 -0.7490 -0.725 0.041 0.242
C 1.9144 -2.1296 0.6393 0.247 0.128 0.197
C -0.1121 -3.8821 -0.7253 0.584 -0.346 -0.062
C 0.6396 -5.0674 -0.7435 -0.099 -0.053 0.011
C 0.0119 -6.3032 -0.7457 -0.077 0.118 -0.003
C -1.3829 -6.3692 -0.7416 0.092 0.114 -0.009
C -2.1262 -5.1998 -0.7285 0.045 0.013 0.002
C -1.4967 -3.9456 -0.7142 -0.365 -0.430 -0.011
Si -2.3714 -2.2931 -0.6603 0.606 -0.062 0.089
C -3.5030 -2.3521 0.8315 -0.197 0.165 0.205
C -3.4587 -2.2377 -2.1783 -0.144 0.290 -0.237
H 2.1534 -2.9620 -2.4774 0.030 0.038 -0.069
H 2.3189 -1.1999 -2.3168 -0.016 -0.080 -0.021
H 0.9440 -1.8839 -3.2006 0.024 -0.054 0.007
H 2.7773 -2.7319 0.3338 -0.005 -0.020 0.095
H 1.5024 -2.5655 1.5528 0.036 0.016 -0.002
H 2.2874 -1.1232 0.8566 -0.010 -0.067 -0.039
H 1.7260 -5.0293 -0.7515 -0.032 0.011 -0.004
H 0.5998 -7.2131 -0.7529 -0.013 -0.003 -0.004
H -1.8803 -7.3315 -0.7507 0.007 -0.001 0.009
H -3.2110 -5.2666 -0.7259 0.032 0.013 0.005
H -4.3420 -3.0214 0.6127 0.023 -0.006 0.077
H -3.9171 -1.3780 1.1085 0.015 -0.056 -0.034
H -2.9567 -2.7433 1.6919 -0.046 0.013 0.013
H -4.0542 -3.1556 -2.1922 -0.013 0.021 -0.056
H -2.8599 -2.1986 -3.0904 -0.045 -0.038 0.002
H -4.1475 -1.3875 -2.1866 0.045 -0.050 -0.001
N -0.2919 -0.0430 2.8039 0.076 0.142 0.230
C -0.1472 1.3272 3.0025 -0.033 -0.350 -0.015
C -0.2224 1.8270 4.3096 -0.043 0.028 0.041
C -0.1472 3.1794 4.5714 0.007 -0.037 -0.063
C 0.0253 4.0787 3.5250 0.008 -0.064 -0.019
C 0.0997 3.5912 2.2332 0.055 0.108 -0.078
C 0.0107 2.2272 1.9368 -0.210 0.150 -0.156
P 0.0230 1.6641 0.1866 0.566 -0.037 0.289
C -0.5506 3.1282 -0.7339 -0.147 -0.028 0.043
C -1.9147 3.2191 -1.0055 -0.008 -0.014 -0.028
C -2.4360 4.3369 -1.6411 0.033 -0.020 0.023
C -1.5933 5.3733 -2.0163 0.049 -0.013 0.008
C -0.2306 5.2859 -1.7599 -0.036 -0.015 -0.001
C 0.2898 4.1696 -1.1207 0.010 -0.010 -0.062
C 1.8128 1.5943 -0.1981 -0.054 0.045 -0.047
C 2.2054 1.3853 -1.5221 0.044 0.038 0.061
C 3.5496 1.2857 -1.8442 -0.027 0.008 0.013
C 4.5160 1.3638 -0.8466 -0.033 -0.033 -0.008
C 4.1320 1.5581 0.4703 -0.067 0.010 -0.007
C 2.7838 1.6816 0.7924 0.067 0.059 0.031
H 0.2925 -0.4900 2.1143 -0.117 0.031 -0.194
H -0.3554 -0.5834 3.6520 0.050 0.010 0.001
H -0.3433 1.1231 5.1254 -0.002 0.006 -0.005
H -0.2168 3.5324 5.5932 0.008 -0.013 -0.023
H 0.0925 5.1421 3.7102 -0.003 -0.010 -0.002
H 0.2201 4.3015 1.4240 -0.027 -0.051 0.010
H -2.5733 2.4052 -0.7216 0.008 0.001 0.001
H -3.4968 4.3952 -1.8480 0.010 -0.005 0.007
H -1.9960 6.2464 -2.5139 0.008 -0.011 0.002
H 0.4297 6.0911 -2.0559 -0.001 -0.007 -0.003
H 1.3539 4.1082 -0.9283 0.004 -0.009 0.014
H 1.4535 1.2958 -2.2984 -0.001 -0.003 0.000
H 3.8454 1.1334 -2.8747 -0.008 -0.011 0.009
H 5.5642 1.2628 -1.0974 -0.011 0.027 -0.008
H 4.8793 1.6223 1.2511 -0.017 -0.008 -0.002
H 2.4893 1.8561 1.8203 0.030 -0.019 -0.005
```
Forces are in eV/Å.

Results
Multiplicity: 1
HOMO level, eV: -7.97
Gap between HOMO and LUMO, Eh: 0.28941
Maximum force, eV/A: 0.77
LUMO, eV: -0.1
Total energy, eV: -59339.4484

Record 4
Density functional theory data (ωB97M-V/def2-TZVPD) for 3 unconnected molecules or ions with the total composition C4H15NO2.

```
22
Properties=species:S:1:pos:R:3:forces:R:3
C -1.0268 0.8954 0.3050 1.131 -0.715 -0.355
C -0.2375 -0.4359 0.1809 -0.957 1.338 -0.866
N 1.2050 -0.2187 0.0420 -0.170 -2.220 1.403
C 1.8367 -1.4253 -0.4828 0.224 0.513 -0.652
C 1.8436 0.4596 1.1489 0.170 1.057 -0.784
H -0.4611 1.6075 -0.2994 -0.304 0.374 0.168
H -1.0652 1.2061 1.3423 -0.238 0.253 -0.025
H -2.0042 0.7936 -0.1493 -0.182 -0.051 0.198
H -0.3702 -1.0723 1.0358 0.117 -0.289 0.853
H -0.6182 -1.0435 -0.6374 0.332 0.134 -0.349
H 1.5763 -2.2519 0.1598 -0.473 -0.374 0.334
H 1.4180 -1.5843 -1.4679 -0.049 -0.383 -0.117
H 2.9123 -1.4366 -0.5204 0.411 0.663 0.003
H 1.8051 -0.2153 2.0039 -0.023 -0.026 0.201
H 1.3354 1.4002 1.3338 -0.285 -0.106 0.319
H 2.8641 0.7286 0.9127 0.328 -0.340 -0.115
H -5.1781 -0.1766 0.8025 0.056 0.405 0.114
H -4.6421 1.2352 1.2206 0.043 -0.116 -0.146
O -5.3808 0.6273 1.3015 -0.124 -0.283 0.031
H 1.9378 -0.2449 -2.9457 0.090 -0.069 -0.109
H 0.8370 0.5991 -2.2603 -0.084 -0.011 -0.090
O 1.4128 0.5528 -3.0264 -0.011 0.247 -0.015
```
Forces are in eV/Å.

Results
Multiplicity: 2
HOMO level (alpha / beta), eV: -13.96 / -13.96
Gap between HOMO and LUMO (alpha / beta), Eh: 0.39775 / 0.21966
Maximum force, eV/A: 2.63
Net charge: +1
Relative energy (zero: lowest compared OMol25 entry of this formula, charge and spin), kcal/mol: 13.23
LUMO (alpha / beta), eV: -3.1 / -8.0
Total energy, eV: -9967.2651